# 1
Computed, not measured: a structure of composition C5H6N4 at a distorted geometry, with ωB97M-V with the def2-TZVPD basis set.

Geometry as XYZ:
```
15
Properties=species:S:1:pos:R:3:forces:R:3:nbo_charge:R:1
C -0.045175 2.385483 0.824604 4.9 5.2 0.7 -0.57
C -0.301300 1.047669 0.563812 0.8 -5.6 -1.8 0.07
C -0.359272 -1.279126 -0.110873 -0.2 3.8 0.4 -0.02
C 0.350364 -2.145585 -0.860192 -1.5 -3.1 -1.6 -0.07
C 0.365541 0.043734 -0.295196 -0.4 -1.4 1.4 0.08
H 0.094643 3.018727 -0.056258 0.4 -0.6 -0.5 0.23
H 1.176062 2.869656 1.525788 -3.7 -2.1 -1.8 0.17
H -0.844120 2.912474 1.219730 -1.5 0.5 1.7 0.23
H -2.439409 -1.506909 1.083287 4.6 2.6 -1.5 0.44
H -0.167239 -3.408440 -1.318869 2.5 4.4 1.5 0.23
H 1.954032 -1.919734 -2.065266 0.6 1.5 0.3 0.41
N -1.282783 0.391249 1.073190 -3.0 -0.1 2.0 -0.21
N -1.413425 -0.936882 0.755501 -2.0 -1.3 0.4 -0.40
N 1.440235 -1.397762 -1.352591 -1.1 -2.2 -0.2 -0.38
N 1.471844 -0.074552 -0.986668 -0.2 -1.6 -1.0 -0.23
```
Positions in Å, forces in eV/Å.

- Frontier orbital gap: 9.0 eV
- F_max: 7.123 eV/Å
- Spin multiplicity: 1
- Energy relative to the best compared isomer or geometry (same formula, charge and spin): 5.128 eV

=====

# 2
Computed, not measured: an isolated molecule of C5H6N4 at a distorted geometry, with ωB97M-V with the def2-TZVPD basis set.

Geometry as XYZ:
```
15
Properties=species:S:1:pos:R:3:forces:R:3:nbo_charge:R:1
C 0.523657 -1.469461 0.183107 0.5 -1.4 1.5 0.30
C 0.792648 0.691793 -0.823620 0.9 1.0 0.4 -0.33
C 1.065403 2.051513 -0.236945 -0.4 -0.7 0.6 0.26
C -1.098937 0.190285 0.755515 -0.4 0.5 0.5 -0.31
C -2.344552 0.183703 -0.063077 -1.4 1.2 -0.8 0.25
H 1.747126 -2.838698 -0.165147 0.3 -0.5 0.4 0.36
H -0.098630 -2.096041 0.905671 0.5 0.7 -1.2 0.16
H 0.205426 0.915364 -1.697738 -0.1 -0.2 -0.7 0.24
H 1.777919 0.219015 -1.057413 -1.0 0.2 0.0 0.30
H -1.282311 -0.403188 1.660622 0.2 -0.1 -0.4 0.25
H -0.838744 1.178772 1.135608 -0.9 0.4 0.0 0.26
N 1.643592 -1.851407 -0.284133 -0.7 0.4 -0.6 -0.73
N 0.069577 -0.199650 0.060500 0.7 -0.4 -0.3 -0.42
N 1.148812 3.058557 0.313858 0.1 -0.3 -0.3 -0.31
N -3.310988 0.369448 -0.686806 1.7 -0.7 1.1 -0.28
```
Positions in Å, forces in eV/Å.

- Frontier orbital gap: 10.4 eV
- F_max: 2.158 eV/Å
- Structure (SMILES): [H]/N=C/N(CC#N)CC#N
- Spin multiplicity: 1
- Energy relative to the best compared isomer or geometry (same formula, charge and spin): 0.635 eV

=====

no.,LUMO level (eV),electronic energy (eV),E_HOMO (eV)
1,0.80,-11236.540,-8.241
2,0.46,-11241.032,-9.927